{
  "formula": "C30H45BBeF4N3O5",
  "method": "ωB97M-V/def2-TZVPD",
  "symbols": ["Be", "B", "F", "F", "F", "F", "N", "C", "C", "C", "C", "C", "H", "H", "H", "H", "H", "N", "C", "C", "C", "C", "C", "H", "H", "H", "H", "H", "N", "C", "C", "C", "C", "C", "H", "H", "H", "H", "H", "C", "C", "O", "C", "H", "H", "H", "H", "H", "H", "C", "C", "O", "C", "H", "H", "H", "H", "H", "H", "C", "C", "O", "C", "H", "H", "H", "H", "H", "H", "C", "C", "O", "C", "H", "H", "H", "H", "H", "H", "C", "C", "O", "C", "H", "H", "H", "H", "H", "H"],
  "coordinates": [[-2.497, 0.097, 0.740], [-0.098, -0.526, 0.527], [0.363, 0.749, 0.671], [-0.632, -0.890, 1.735], [-1.218, -0.607, -0.373], [1.021, -1.143, 0.112], [-2.483, -0.427, 2.255], [-2.115, -1.657, 2.659], [-2.126, -2.137, 3.958], [-2.687, -1.314, 4.939], [-2.960, 0.011, 4.568], [-2.882, 0.424, 3.252], [-1.673, -2.281, 1.896], [-1.792, -3.149, 4.132], [-2.714, -1.579, 5.986], [-3.266, 0.819, 5.216], [-3.051, 1.419, 2.868], [-3.100, 0.021, -0.791], [-2.186, -0.116, -1.740], [-2.461, -0.746, -2.948], [-3.733, -1.123, -3.129], [-4.776, -0.834, -2.252], [-4.418, -0.257, -1.056], [-1.190, 0.164, -1.430], [-1.635, -1.097, -3.548], [-3.965, -1.581, -4.079], [-5.774, -1.219, -2.399], [-5.206, -0.327, -0.321], [-1.798, 1.458, -0.338], [-0.732, 1.548, -1.248], [-0.419, 2.753, -1.906], [-1.296, 3.865, -1.785], [-2.314, 3.778, -0.809], [-2.553, 2.568, -0.145], [-0.071, 0.695, -1.274], [0.330, 2.886, -2.672], [-1.174, 4.821, -2.274], [-2.895, 4.673, -0.640], [-3.435, 2.488, 0.472], [-0.127, -2.279, -1.229], [-0.517, -2.569, -2.703], [-0.164, -1.810, -3.634], [-1.308, -3.880, -3.006], [0.519, -1.405, -1.154], [0.546, -3.103, -0.992], [-0.926, -2.150, -0.498], [-1.348, -3.924, -4.095], [-2.252, -3.858, -2.461], [-0.696, -4.752, -2.778], [4.903, -0.975, -0.730], [3.937, -0.779, 0.481], [4.016, 0.331, 0.982], [2.962, -1.757, 0.954], [4.314, -0.471, -1.496], [5.011, -2.029, -0.987], [5.852, -0.450, -0.612], [1.920, -1.468, 0.816], [3.082, -1.811, 2.036], [3.236, -2.733, 0.553], [2.730, -0.045, -1.598], [1.671, 0.702, -2.422], [1.683, 1.914, -2.467], [0.678, -0.137, -3.166], [2.545, -1.092, -1.839], [2.629, 0.087, -0.521], [3.746, 0.171, -1.929], [1.248, -0.740, -3.873], [-0.021, 0.440, -3.771], [0.078, -0.609, -2.388], [1.013, 2.780, -0.020], [2.130, 3.284, 0.814], [1.867, 4.220, 1.573], [3.489, 2.820, 0.674], [0.042, 3.128, 0.332], [0.990, 1.736, 0.293], [1.097, 2.873, -1.103], [3.652, 2.086, -0.115], [3.721, 2.463, 1.677], [4.144, 3.673, 0.495], [1.950, 0.753, 2.301], [1.710, 0.105, 3.601], [2.191, 0.434, 4.644], [0.569, -0.907, 3.680], [1.775, 0.173, 1.395], [3.009, 1.011, 2.319], [1.342, 1.656, 2.249], [1.000, -1.757, 4.207], [0.360, -1.040, 2.618], [-0.384, -0.537, 4.058]],
  "forces_ev_per_a": [[1.0980, 1.6829, -2.9925], [0.3978, 1.8600, 1.8515], [-5.5815, -4.3213, 1.0455], [3.0199, 0.8480, -6.2542], [4.8240, -4.2064, 11.4381], [-3.3087, 1.8193, 0.5264], [-3.9273, 0.6120, 3.1199], [-1.9056, -2.1696, 0.5261], [-1.4521, 0.5925, -0.1502], [0.9676, 0.9690, -0.4548], [-0.4847, 0.5426, -0.3448], [0.5116, -1.1668, -1.1597], [-1.3311, -0.8022, 0.3898], [0.0125, 0.0731, 0.1232], [-0.2024, -0.2310, -0.0207], [-0.0109, -0.4197, 0.6222], [-0.2808, 0.3081, 0.6249], [-7.2183, -2.6493, -0.4794], [-3.5701, -0.8592, -7.0513], [0.4064, 0.8411, 1.4109], [-2.3611, -0.4332, -1.9204], [0.5896, -0.0590, 0.1878], [0.5758, -1.5175, -0.9891], [-3.0393, 0.1252, -5.6245], [-1.2979, 1.2133, -0.5208], [-0.2388, -0.4171, -0.0411], [-0.0587, 0.2947, -0.1835], [0.4791, 0.7953, 0.8267], [2.9499, 7.8274, 2.6289], [-1.4622, 4.5048, 1.4435], [-4.4502, 1.0662, -1.9146], [-0.7473, -1.6481, 2.1613], [0.5590, -0.1951, -0.9004], [1.3736, 0.6596, -1.0491], [0.5698, 1.6563, -0.1391], [-0.6007, -0.4593, 0.3028], [0.3707, -0.2093, -0.2913], [-0.3648, -0.2306, 0.2513], [-0.0666, -0.1905, 0.3769], [0.2276, -2.9939, -3.8674], [0.3603, -0.8658, -1.2634], [-3.0992, -8.3076, 0.3962], [1.5476, 1.3352, -0.4449], [-1.5643, -2.2742, -2.9051], [-0.0900, -0.3692, 0.1417], [0.5344, -2.6115, -1.1729], [-0.8144, 0.1201, 0.0397], [-0.0157, -0.2688, -0.2198], [-0.0875, 0.0064, 0.6835], [-0.0434, -1.4638, 1.4374], [2.9312, 1.3166, -0.2095], [1.6465, -1.4251, -0.2844], [2.6377, -2.1275, 1.7621], [3.6881, -2.7064, 1.5269], [0.2931, 0.0055, -0.1014], [-0.1265, -0.2014, 0.3894], [4.2260, -1.7032, 2.0744], [0.3390, -0.1454, 0.2032], [-0.4075, -0.2134, -0.0715], [-3.7768, 0.8061, -2.1597], [1.0998, 1.0014, -0.1848], [2.7960, -1.2519, -1.3215], [2.2345, 3.9241, 0.7702], [0.4509, -0.2653, 0.1726], [-0.0919, 0.7832, -1.1300], [-2.7369, 2.7109, -1.5290], [0.5084, 0.3161, 0.6150], [0.2085, 0.4010, 0.0437], [1.2908, 0.9142, -0.6070], [1.6681, 1.2352, 1.1034], [-2.1283, 3.9603, -0.3412], [0.4723, -0.8447, 0.2612], [1.3509, 0.1136, -0.1450], [0.4561, 0.7008, 0.2935], [1.9668, 3.4417, -2.3946], [1.3828, 0.5314, 1.7520], [-0.0704, 0.1909, 0.3888], [0.6044, -0.0541, -0.4866], [-0.1122, 0.1480, -0.0279], [1.8104, 0.4844, 1.0861], [-2.8415, -0.2933, 1.2081], [1.6254, 0.7395, 0.7014], [2.0594, -0.1433, -0.7462], [1.2234, 0.4256, 2.0406], [-0.8969, 0.2143, 0.2956], [0.1158, -0.0591, 0.5409], [-0.5683, -0.1361, 0.1993], [2.2712, -1.5474, 3.4720], [0.6996, 0.3394, 0.6386]],
  "e_above_lowest_kcal_mol": 687.7,
  "total_charge": 1,
  "largest_force_ev_per_a": 13.11
}


{
  "formula": "C8H8",
  "method": "ωB97M-V/def2-TZVPD",
  "symbols": ["C", "C", "C", "C", "C", "C", "C", "C", "H", "H", "H", "H", "H", "H", "H", "H"],
  "coordinates": [[1.477, 1.156, -0.100], [2.146, -0.063, -0.204], [1.429, -1.224, 0.082], [-1.467, -1.096, 0.150], [-2.110, 0.013, -0.048], [-1.290, 1.188, -0.256], [0.021, 0.752, 0.367], [-0.131, -0.798, 0.022], [1.907, 2.215, 0.360], [3.209, -0.328, -0.444], [1.653, -2.190, 0.303], [-2.022, -1.949, -0.402], [-3.142, -0.012, -0.283], [-1.645, 2.058, -0.162], [-0.092, 0.740, 1.694], [0.058, -0.460, -1.079]],
  "forces_ev_per_a": [[-0.4103, 0.9621, 3.9531], [2.2787, -0.5361, 0.1332], [-5.9838, 3.1299, -0.9479], [-1.1865, -6.5303, -1.5125], [-1.5955, 6.4797, -1.4470], [1.5148, -7.6395, 2.6387], [-0.0271, 0.1923, 0.4502], [7.7224, 1.4282, -0.6057], [-0.8383, -2.9307, -2.0818], [-0.7252, 1.3214, 0.4252], [1.4683, -2.5111, 0.1429], [1.3640, 0.5182, 1.7871], [-1.0196, 0.3158, -0.0335], [-2.7035, 6.9184, 0.1436], [0.6455, 0.4522, -3.9916], [-0.5039, -1.5704, 0.9462]],
  "e_above_lowest_kcal_mol": 203.4,
  "total_charge": 0,
  "largest_force_ev_per_a": 8.22
}


{
  "formula": "C3H5O5P",
  "method": "ωB97M-V/def2-TZVPD",
  "symbols": ["C", "C", "C", "O", "O", "O", "O", "O", "P", "H", "H", "H", "H", "H"],
  "coordinates": [[0.532, 0.445, -0.356], [-1.322, -0.727, 0.790], [-1.011, 0.207, -0.395], [1.387, 0.430, -1.451], [3.212, -0.101, 0.506], [0.579, 1.991, 0.341], [1.810, -2.045, -0.476], [-1.709, 1.237, -0.522], [1.932, -0.576, -0.074], [-1.508, -1.714, 0.509], [-0.368, -0.624, 1.367], [-2.268, -0.258, 1.189], [-0.942, -0.419, -1.374], [-0.324, 2.153, -0.054]],
  "forces_ev_per_a": [[0.3516, 4.2037, 2.4439], [0.0635, 2.4604, 0.8135], [3.1038, -4.4434, -2.4657], [0.2210, -0.9652, 0.5935], [0.0503, 0.2745, 0.5456], [-0.2432, -2.9058, -1.5262], [-0.1839, 1.4196, 0.8340], [-2.8187, 4.1056, -0.1698], [0.3103, -1.3112, -2.6945], [-0.1285, -1.7822, -0.4460], [-1.4576, -0.4736, 0.6386], [1.1422, -0.5694, 0.3271], [-0.6385, -0.2431, 0.5162], [0.2277, 0.2300, 0.5897]],
  "e_above_lowest_kcal_mol": 86.1,
  "total_charge": -2,
  "largest_force_ev_per_a": 5.95,
  "smiles": "C[C@@H]([O-])[C@]1(O)O[P@]1(=O)[O-]"
}


{
  "formula": "C2H5NOSi",
  "method": "ωB97M-V/def2-TZVPD",
  "symbols": ["C", "C", "N", "O", "Si", "H", "H", "H", "H", "H"],
  "coordinates": [[-1.203, -2.740, -0.515], [-1.300, 0.418, 0.167], [-2.095, -3.425, -0.712], [-0.105, -0.217, 0.078], [0.099, -1.828, 0.330], [-1.334, 1.327, -0.554], [-1.332, 0.775, 1.260], [-2.244, -0.198, 0.051], [-0.250, -1.940, 1.757], [1.581, -2.026, -0.101]],
  "forces_ev_per_a": [[0.3052, -0.2930, -0.0738], [-2.3091, 2.5818, 1.5266], [-0.9619, -0.6299, -0.5018], [1.6405, -1.4888, -1.4191], [1.9728, 1.8918, 0.5574], [-0.0367, -1.5407, 1.2427], [-0.4939, 0.1325, -1.5051], [1.1210, 0.3467, -0.3038], [0.2710, -0.6702, 0.0753], [-1.5089, -0.3301, 0.4014]],
  "e_above_lowest_kcal_mol": 13.1,
  "total_charge": 0,
  "largest_force_ev_per_a": 3.79,
  "smiles": "CO[SiH2]C#N"
}


{
  "formula": "C2HO3Pt",
  "method": "ωB97M-V/def2-TZVPD",
  "symbols": ["O", "O", "O", "C", "C", "H", "Pt"],
  "coordinates": [[-0.149, 0.523, -0.450], [0.053, -1.020, 0.897], [0.361, -1.552, -1.314], [-0.300, 0.305, 1.324], [0.082, -0.794, -0.434], [0.659, 0.848, 1.448], [-0.706, 1.690, -1.470]],
  "forces_ev_per_a": [[3.4007, -7.6046, 9.7755], [-1.3855, 1.8628, 2.4616], [-0.8597, 1.8871, 1.8237], [2.9586, -2.8635, -3.6822], [1.2885, -3.6386, -2.7416], [-0.7240, 0.5294, 1.4217], [-4.6787, 9.8273, -9.0586]],
  "multiplicity": 3,
  "total_charge": 1,
  "total_energy_ev": -11462.0134,
  "largest_force_ev_per_a": 14.16,
  "s_squared": 2.01
}


{
  "formula": "C2H8OS2",
  "method": "ωB97M-V/def2-TZVPD",
  "symbols": ["S", "S", "H", "H", "C", "O", "C", "H", "H", "H", "H", "H", "H"],
  "coordinates": [[-2.019, -2.140, -2.755], [-1.675, -0.416, -1.809], [-1.410, -1.850, -3.917], [-1.019, 0.191, -2.818], [2.919, 1.685, 2.757], [2.108, 0.532, 2.500], [2.296, 2.595, 3.805], [3.906, 1.324, 3.054], [3.026, 2.238, 1.827], [1.246, 0.712, 2.887], [1.921, 2.000, 4.645], [2.995, 3.297, 4.236], [1.437, 3.089, 3.364]],
  "forces_ev_per_a": [[-0.0773, -0.0255, 0.1922], [0.0130, -0.1109, -0.1097], [0.0587, 0.0431, -0.1026], [0.0356, 0.0868, 0.0362], [0.0373, -0.0083, 0.1470], [-0.1166, 0.1579, 0.0224], [-0.2255, -0.8415, 0.1203], [-0.0689, 0.0217, 0.0560], [0.1759, 0.0979, -0.1855], [-0.0119, -0.1241, 0.0015], [0.0995, -0.0675, -0.0365], [0.1472, 0.3701, -0.1881], [-0.0670, 0.4003, 0.0467]],
  "e_above_lowest_kcal_mol": 32.4,
  "multiplicity": 2,
  "total_charge": 1,
  "largest_force_ev_per_a": 0.88,
  "s_squared": 0.75
}